Entry from OMol25: a structure of composition C22H33AsN2OPdSi2 (ωB97M-V with the def2-TZVPD basis set).

total charge = +2
HOMO-LUMO gap (alpha / beta) = 8.31 / 6.18 eV
calculated total energy = -108437.45814 eV
energy above the lowest of the compared OMol25 structures with the same formula, charge and spin = 26.6 kJ/mol
LUMO energy (alpha / beta) = -5.43 / -8.43 eV
spin multiplicity = 5

Last column: Mulliken spin population.
CARTESIAN COORDINATES (ANGSTROEM)
Pd  0.219  0.316  0.035  1.16
As  2.627  0.843  0.091  1.21
Si  3.908  1.413  2.097  -0.03
Si  4.193  0.581  -1.796  0.02
O  0.609  -1.581  -1.035  0.43
N  1.001  -2.641  3.105  0.03
N  0.309  -1.080  1.746  0.23
C  -2.601  0.188  -0.261  0.05
C  -2.010  0.471  -1.494  0.08
C  2.246  -5.194  -0.125  0.25
C  0.056  -0.687  3.028  0.00
C  3.303  -0.494  -3.047  0.01
C  2.655  2.068  3.334  0.01
C  5.728  -0.231  -1.080  0.03
C  4.401  2.375  -2.314  0.02
C  -2.309  0.970  0.854  0.11
C  1.119  -2.677  -0.691  0.14
C  -1.412  2.048  0.770  -0.01
C  -1.178  2.960  1.939  0.01
C  1.313  -3.104  0.687  0.03
C  1.520  -3.580  -1.739  0.15
C  2.070  -4.791  -1.463  -0.05
C  0.474  -1.661  3.887  0.04
C  1.870  -4.357  0.915  -0.05
C  -0.834  2.339  -0.486  0.06
C  5.059  2.758  1.469  0.03
C  0.887  -2.278  1.799  -0.02
C  4.761  -0.149  2.702  0.04
C  -1.132  1.552  -1.613  -0.03
H  6.479  -0.358  -1.863  0.00
H  1.363  -3.516  3.445  0.00
H  2.058  2.871  2.896  0.00
H  4.794  2.975  -1.492  0.00
H  0.448  -1.711  4.962  0.00
H  3.145  -1.499  -2.655  0.00
H  2.010  -4.711  1.927  0.01
H  5.759  2.371  0.727  0.00
H  -0.262  3.251  -0.604  -0.01
H  3.163  2.476  4.211  0.00
H  5.083  2.478  -3.160  0.01
H  1.359  -3.251  -2.757  0.00
H  -1.926  3.756  1.937  0.00
H  6.177  0.375  -0.292  0.00
H  -2.262  -0.119  -2.364  0.00
H  -1.273  2.437  2.890  0.00
H  -0.199  3.434  1.888  0.00
H  2.664  -6.167  0.096  0.00
H  3.436  2.792  -2.609  0.00
H  -2.812  0.773  1.792  0.00
H  1.987  1.281  3.675  0.00
H  -3.309  -0.625  -0.176  0.00
H  2.334  -0.071  -3.315  0.00
H  5.368  0.082  3.581  0.00
H  4.034  -0.912  2.990  -0.01
H  3.895  -0.581  -3.961  0.00
H  -0.431  0.247  3.248  0.02
H  5.644  3.191  2.284  0.00
H  5.502  -1.219  -0.677  0.00
H  5.421  -0.573  1.946  0.00
H  2.370  -5.451  -2.266  0.00
H  4.480  3.562  1.011  0.00
H  -0.762  1.847  -2.586  0.00

***

Entry from OMol25: a cluster of 4 separate species, C22H33BN5O2 in total (ωB97M-V with the def2-TZVPD basis set).

total charge = -1
HOMO-LUMO gap = 6.78 eV
calculated total energy = -35570.06336 eV
LUMO energy = 2.26 eV

Last column: Mulliken charge in e.
CARTESIAN COORDINATES (ANGSTROEM)
O  -0.362  1.827  -1.230  -0.72
O  -1.048  -4.004  -2.698  -0.56
N  1.147  -1.527  -2.219  -0.27
N  1.235  2.502  7.855  0.01
N  -4.291  -5.309  -0.939  -0.02
N  3.600  3.988  -5.046  0.04
N  1.141  3.132  2.078  -0.40
C  -0.990  -2.621  -3.138  0.98
C  0.253  2.530  1.213  0.17
C  -0.206  2.263  4.059  -0.10
C  -4.683  -7.479  -0.734  -0.40
C  3.317  1.779  8.082  -0.35
C  2.041  3.294  -3.628  -0.06
C  2.360  3.409  -4.957  -0.97
C  -3.820  -6.472  -0.391  -0.45
C  0.943  -0.060  -2.248  -0.24
C  3.349  3.157  7.747  -0.36
C  -5.718  -6.903  -1.515  -0.41
C  -0.907  1.810  1.754  -0.28
C  2.050  3.575  7.616  -0.53
C  -1.801  -2.521  -4.496  -1.33
C  -1.212  1.621  3.170  -0.59
C  0.525  -2.230  -3.347  -1.02
C  2.000  1.405  8.145  -0.51
C  4.077  4.235  -3.785  -0.72
C  0.869  2.975  3.395  -0.27
C  3.129  3.817  -2.884  -0.25
C  -5.450  -5.563  -1.621  -0.45
C  -0.074  0.451  -1.145  -0.13
B  0.556  2.661  -0.405  0.53
H  -1.520  -1.965  -2.397  0.05
H  0.632  3.809  -0.753  -0.27
H  -0.282  2.198  5.169  0.22
H  1.595  3.479  4.092  0.28
H  -1.701  -3.448  -5.116  0.28
H  -6.564  -7.413  -1.948  0.38
H  4.083  4.198  -5.901  0.17
H  1.814  3.132  -5.845  0.38
H  -1.858  -4.165  -2.183  0.24
H  3.208  3.879  -1.810  0.46
H  0.585  -1.585  -4.258  0.40
H  -2.085  1.052  3.549  0.34
H  1.675  2.199  -0.538  -0.25
H  -2.913  -6.481  0.192  0.36
H  4.165  1.135  8.257  0.38
H  -4.583  -8.517  -0.454  0.39
H  0.886  -1.935  -1.320  0.27
H  -3.853  -4.408  -0.853  0.24
H  0.588  0.324  -3.240  0.19
H  -5.982  -4.770  -2.122  0.36
H  1.127  2.878  -3.230  0.53
H  1.065  -3.192  -3.590  0.33
H  1.635  4.540  7.373  0.38
H  -2.887  -2.274  -4.319  0.31
H  0.231  2.517  7.823  0.22
H  -1.051  -0.093  -1.362  -0.20
H  -1.399  -1.651  -5.088  0.36
H  4.225  3.773  7.616  0.39
H  1.935  0.429  -2.055  0.14
H  5.046  4.686  -3.638  0.39
H  -1.617  1.362  1.012  0.27
H  0.232  0.109  -0.114  0.31
H  1.542  0.455  8.368  0.36

***

Entry from OMol25: a cluster of 5 separate species, C22H33Br2N6OPS in total (ωB97M-V with the def2-TZVPD basis set).

HOMO-LUMO gap = 7.06 eV
calculated total energy = -194543.19048 eV
LUMO energy = -0.52 eV

Last column: Mulliken charge in e.
CARTESIAN COORDINATES (ANGSTROEM)
Br  5.696  -1.793  -0.972  -0.33
Br  6.209  1.472  1.408  -0.29
S  3.673  1.409  1.149  -0.19
P  5.904  -0.756  1.048  1.19
O  9.146  0.539  0.311  -0.39
N  6.823  -0.718  4.582  -0.59
N  -4.289  -1.988  -1.080  0.01
N  -9.993  1.015  -0.538  -0.01
N  -0.114  -3.903  1.394  0.03
N  7.652  -1.128  1.153  -0.55
N  0.888  4.091  -3.384  0.03
C  3.943  1.665  -1.720  -0.82
C  -5.937  -2.587  0.277  -0.63
C  -5.646  -2.147  -0.989  -0.55
C  -4.708  -2.692  0.979  -0.28
C  -0.860  -3.215  2.313  -0.50
C  0.257  -1.748  1.027  0.04
C  5.516  -0.990  3.920  -0.33
C  -0.648  -1.874  2.112  -0.75
C  0.566  -3.016  0.602  -0.80
C  5.653  -1.851  2.594  -0.94
C  -7.896  0.642  0.080  0.19
C  -0.090  3.167  -3.641  -0.40
C  -8.254  1.961  0.459  -0.83
C  -8.990  0.082  -0.529  -0.55
C  1.131  4.824  -4.514  -0.47
C  -9.553  2.161  0.067  -0.44
C  8.289  -0.212  0.542  0.58
C  -3.711  -2.314  0.117  -0.23
C  0.294  4.370  -5.500  -0.42
C  3.955  -0.413  0.976  -1.12
C  -0.481  3.319  -4.947  -0.45
C  3.093  2.114  -0.451  -0.27
H  4.824  -2.601  2.435  0.45
H  -10.201  3.018  0.165  0.37
H  7.552  -1.337  4.227  0.25
H  3.175  3.242  -0.402  0.31
H  -6.922  -2.808  0.657  0.42
H  1.209  -3.364  -0.191  0.44
H  4.100  0.554  -1.747  0.14
H  -6.945  0.157  0.237  0.35
H  4.995  -0.016  3.693  0.20
H  -7.629  2.682  0.963  0.37
H  3.527  -0.779  0.008  0.50
H  7.081  0.266  4.493  0.28
H  0.244  4.751  -6.509  0.38
H  6.599  -2.466  2.699  0.50
H  4.886  -1.553  4.677  0.26
H  0.638  -0.831  0.604  0.53
H  -1.475  -3.737  3.028  0.41
H  1.876  5.605  -4.517  0.37
H  -0.422  2.486  -2.875  0.38
H  2.000  1.874  -0.646  0.21
H  -4.571  -3.009  2.001  0.41
H  -0.073  -4.904  1.312  0.18
H  -1.093  -1.073  2.681  0.41
H  3.371  1.945  -2.661  0.33
H  -2.642  -2.249  0.251  0.25
H  -3.795  -1.680  -1.899  0.19
H  -1.239  2.739  -5.449  0.38
H  4.891  2.266  -1.740  0.27
H  -10.909  0.879  -0.927  0.18
H  1.356  4.211  -2.502  0.20
H  -6.285  -1.935  -1.832  0.41
H  -9.141  -0.897  -0.958  0.37
H  3.502  -0.921  1.881  0.35

***

Entry from OMol25: the ion C22H33FN5O2 with charge +1 (ωB97M-V with the def2-TZVPD basis set).

total charge = +1
HOMO-LUMO gap = 6.31 eV
calculated total energy = -37606.98669 eV
energy above the lowest of the compared OMol25 structures with the same formula, charge and spin = 117.5 kJ/mol
LUMO energy = -2.93 eV

Last column: Mulliken charge in e.
CARTESIAN COORDINATES (ANGSTROEM)
F  2.956  -2.777  0.576  -0.35
O  -3.606  2.473  0.211  -0.75
O  -1.743  -1.267  0.889  -0.85
N  4.518  -0.484  -0.107  0.26
N  -8.415  -1.189  -0.701  0.07
N  7.308  -0.738  -0.569  -0.05
N  -3.940  0.336  0.893  -0.07
N  0.399  2.039  -0.251  0.16
C  1.659  3.963  0.628  -1.01
C  3.111  -0.461  0.036  -1.13
C  6.479  0.224  -1.336  -0.63
C  -0.936  2.089  -0.054  -0.01
C  2.349  -1.577  0.400  0.80
C  -7.614  -0.383  0.194  -1.18
C  -6.087  -0.475  0.023  0.20
C  -1.134  -0.254  0.557  1.60
C  0.992  -1.487  0.569  -0.78
C  5.284  -1.467  0.626  -0.72
C  -3.186  1.356  0.465  0.52
C  -8.253  -2.614  -0.525  -0.96
C  2.452  0.740  -0.171  -0.45
C  6.711  -0.941  0.776  -0.90
C  8.718  -0.324  -0.496  -0.85
C  -8.323  -0.803  -2.091  -0.95
C  1.063  0.858  -0.030  -0.21
C  5.047  -0.300  -1.440  -0.66
C  -1.721  1.047  0.325  -0.62
C  1.088  3.267  -0.605  -1.00
C  -5.375  0.426  1.030  -1.18
C  0.328  -0.281  0.358  0.32
H  2.164  4.879  0.335  0.37
H  5.307  -2.452  0.133  0.39
H  -7.874  -0.677  1.216  0.35
H  0.856  4.216  1.315  0.34
H  4.435  0.422  -1.979  0.50
H  -9.127  -1.291  -2.641  0.34
H  6.489  1.177  -0.804  0.36
H  -7.368  -1.083  -2.562  0.34
H  3.052  1.595  -0.434  0.61
H  0.365  3.926  -1.090  0.47
H  7.319  -1.651  1.339  0.45
H  7.256  -1.641  -1.058  0.40
H  2.365  3.321  1.150  0.32
H  -8.452  0.275  -2.174  0.29
H  4.849  -1.596  1.618  0.55
H  -5.648  1.471  0.867  0.44
H  -1.423  3.042  -0.219  0.50
H  -5.760  -1.507  0.172  0.27
H  0.411  -2.352  0.852  0.56
H  9.132  -0.212  -1.497  0.35
H  1.873  3.048  -1.333  0.40
H  9.302  -1.067  0.044  0.35
H  -7.292  -2.997  -0.903  0.33
H  -5.809  -0.168  -0.986  0.18
H  -9.053  -3.124  -1.061  0.34
H  6.909  0.362  -2.329  0.43
H  -5.655  0.139  2.049  0.33
H  5.042  -1.243  -2.016  0.21
H  -3.493  -0.564  1.036  0.29
H  -7.921  0.658  0.058  0.29
H  8.795  0.628  0.025  0.38
H  6.704  0.019  1.294  0.36
H  -8.336  -2.858  0.533  0.29

***

- calculated total energy of number 2 (C22H33BN5O2)?
  -35570.06336 eV

***

What did the third record say?
Entry from OMol25: a cluster of 5 separate species, C22H33Br2N6OPS in total (ωB97M-V with the def2-TZVPD basis set).

HOMO-LUMO gap = 7.06 eV
calculated total energy = -194543.19048 eV
LUMO energy = -0.52 eV

Last column: Mulliken charge in e.
CARTESIAN COORDINATES (ANGSTROEM)
Br  5.696  -1.793  -0.972  -0.33
Br  6.209  1.472  1.408  -0.29
S  3.673  1.409  1.149  -0.19
P  5.904  -0.756  1.048  1.19
O  9.146  0.539  0.311  -0.39
N  6.823  -0.718  4.582  -0.59
N  -4.289  -1.988  -1.080  0.01
N  -9.993  1.015  -0.538  -0.01
N  -0.114  -3.903  1.394  0.03
N  7.652  -1.128  1.153  -0.55
N  0.888  4.091  -3.384  0.03
C  3.943  1.665  -1.720  -0.82
C  -5.937  -2.587  0.277  -0.63
C  -5.646  -2.147  -0.989  -0.55
C  -4.708  -2.692  0.979  -0.28
C  -0.860  -3.215  2.313  -0.50
C  0.257  -1.748  1.027  0.04
C  5.516  -0.990  3.920  -0.33
C  -0.648  -1.874  2.112  -0.75
C  0.566  -3.016  0.602  -0.80
C  5.653  -1.851  2.594  -0.94
C  -7.896  0.642  0.080  0.19
C  -0.090  3.167  -3.641  -0.40
C  -8.254  1.961  0.459  -0.83
C  -8.990  0.082  -0.529  -0.55
C  1.131  4.824  -4.514  -0.47
C  -9.553  2.161  0.067  -0.44
C  8.289  -0.212  0.542  0.58
C  -3.711  -2.314  0.117  -0.23
C  0.294  4.370  -5.500  -0.42
C  3.955  -0.413  0.976  -1.12
C  -0.481  3.319  -4.947  -0.45
C  3.093  2.114  -0.451  -0.27
H  4.824  -2.601  2.435  0.45
H  -10.201  3.018  0.165  0.37
H  7.552  -1.337  4.227  0.25
H  3.175  3.242  -0.402  0.31
H  -6.922  -2.808  0.657  0.42
H  1.209  -3.364  -0.191  0.44
H  4.100  0.554  -1.747  0.14
H  -6.945  0.157  0.237  0.35
H  4.995  -0.016  3.693  0.20
H  -7.629  2.682  0.963  0.37
H  3.527  -0.779  0.008  0.50
H  7.081  0.266  4.493  0.28
H  0.244  4.751  -6.509  0.38
H  6.599  -2.466  2.699  0.50
H  4.886  -1.553  4.677  0.26
H  0.638  -0.831  0.604  0.53
H  -1.475  -3.737  3.028  0.41
H  1.876  5.605  -4.517  0.37
H  -0.422  2.486  -2.875  0.38
H  2.000  1.874  -0.646  0.21
H  -4.571  -3.009  2.001  0.41
H  -0.073  -4.904  1.312  0.18
H  -1.093  -1.073  2.681  0.41
H  3.371  1.945  -2.661  0.33
H  -2.642  -2.249  0.251  0.25
H  -3.795  -1.680  -1.899  0.19
H  -1.239  2.739  -5.449  0.38
H  4.891  2.266  -1.740  0.27
H  -10.909  0.879  -0.927  0.18
H  1.356  4.211  -2.502  0.20
H  -6.285  -1.935  -1.832  0.41
H  -9.141  -0.897  -0.958  0.37
H  3.502  -0.921  1.881  0.35

***

- The lowest calculated total energy belongs to which entry?
  C22H33Br2N6OPS

***

- The lowest calculated total energy belongs to which entry?
  C22H33Br2N6OPS